The following is a DFT calculation (ωB97M-V/def2-TZVPD) of a structure of composition C6H10N2O in a non-equilibrium geometry.

Geometry as XYZ:
```
19
Properties=species:S:1:pos:R:3:forces:R:3
C -2.4354 -0.5237 -0.0468 4.0 4.9 1.4
C 0.1837 -0.5458 0.7788 -3.4 0.7 5.4
C 1.1797 -1.1043 -0.0870 2.9 -3.6 -3.5
C 0.2318 -0.4774 -1.1600 0.4 2.0 6.3
C 0.7394 1.0387 -0.6531 1.3 -1.9 -3.0
C 0.4988 0.9317 0.7996 -1.5 0.1 -3.7
H -3.0506 -1.3380 0.1167 -0.6 -2.0 0.7
H -2.5022 0.3442 0.7977 -0.1 -2.4 -1.6
H -2.8614 0.0306 -0.8947 0.9 -0.3 -0.3
H -0.0109 -0.8130 1.8172 0.3 -0.9 0.2
H 1.4437 -2.2491 -0.1785 -1.5 2.0 0.6
H 2.7034 -0.3084 1.1417 -0.6 -0.7 -5.9
H 0.1959 -0.8558 -2.0704 -0.2 -1.1 -4.4
H 1.5932 1.4129 -1.2005 0.0 0.3 0.2
H -0.0736 2.7328 -0.1974 -0.2 -0.1 0.2
H 0.9297 1.3154 1.6726 0.8 1.2 0.5
N -0.8439 -0.8705 -0.1412 -2.7 -0.1 -2.5
N -0.3507 1.7540 -0.3055 -2.1 1.6 2.6
O 2.4295 -0.4742 -0.1893 2.4 0.2 6.8
```
Positions in Å, forces in eV/Å.

total charge: 0
highest occupied orbital energy: -8.0 eV


The following is a DFT calculation (ωB97M-V/def2-TZVPD) of a structure of composition C6H13BrN3 in a non-equilibrium geometry.

Geometry as XYZ:
```
23
Properties=species:S:1:pos:R:3:forces:R:3
C -1.5511 1.1455 0.0885 -0.4 -0.7 -0.5
C 0.7800 2.0463 0.6542 0.6 -1.6 -1.5
C 1.5915 -0.8409 -0.6469 -0.2 0.0 0.1
C 0.0001 -1.1713 1.2759 0.0 0.2 -0.1
C -0.7617 -1.5646 -1.0909 0.1 0.1 0.1
C 0.1444 -0.7337 -0.1753 0.1 -0.5 -0.1
N -1.4277 2.3240 0.9461 -1.2 0.3 0.4
N -0.2987 2.6671 1.1532 0.4 1.4 0.9
N -0.2529 0.6974 -0.3416 1.0 1.3 0.6
Br 1.8472 2.9991 -0.6006 -0.4 -0.3 0.4
H -2.0568 0.4006 0.7109 0.1 0.1 -0.2
H -2.2173 1.4453 -0.7242 0.1 -0.1 0.0
H 1.3860 1.5099 1.3843 -0.1 0.0 -0.1
H 2.2541 -0.2196 -0.0514 0.1 0.1 0.1
H 1.9317 -1.8683 -0.5625 0.0 -0.1 0.0
H 1.6802 -0.5538 -1.6923 0.1 0.1 -0.1
H 0.5817 -0.5492 1.9514 0.1 0.1 0.1
H 0.3657 -2.1890 1.3722 0.0 -0.1 0.0
H -1.0335 -1.1690 1.6116 -0.1 0.0 0.0
H -1.7905 -1.5798 -0.7411 -0.1 0.0 0.0
H -0.7442 -1.1911 -2.1131 0.0 0.1 -0.1
H -0.4011 -2.5885 -1.1139 0.0 -0.1 0.0
H -0.0270 0.9836 -1.2944 -0.2 0.0 0.1
```
Positions in Å, forces in eV/Å.

total charge: +1
highest occupied orbital energy: -14.7 eV


The following is a DFT calculation (ωB97M-V/def2-TZVPD) of the molecule C6H10OS in a non-equilibrium geometry.

Geometry as XYZ:
```
18
Properties=species:S:1:pos:R:3:forces:R:3
C -0.6324 -0.7550 1.4243 5.3 2.9 -2.1
C -0.4987 -0.3852 -0.0855 -0.9 0.8 -1.9
C -1.8409 -0.3956 -0.8563 -2.7 -2.0 2.1
C 0.1819 0.9938 -0.6392 -1.1 0.6 5.4
C 1.5575 0.9569 0.0879 -2.3 5.0 2.5
C 2.0961 -0.2162 -0.3553 7.0 -7.4 1.4
O 3.2752 -0.7244 -0.1279 -4.0 2.9 -1.7
S 0.8746 -1.4167 -0.6688 -0.6 -1.6 -1.2
H -1.1498 -0.0697 1.9740 -1.8 1.9 1.4
H -0.9747 -1.7063 1.5704 -0.6 -2.5 0.2
H 0.5026 -0.6004 1.7414 -2.5 -1.2 0.3
H -2.5660 0.4837 -0.7668 1.0 -1.0 1.4
H -1.6542 -0.1673 -1.8148 1.2 -0.1 -4.0
H -2.5192 -1.3834 -0.8635 1.7 2.1 0.3
H 0.3930 1.1011 -1.6716 -0.7 -0.3 -1.1
H -0.5267 1.7407 -0.1813 1.0 0.0 -1.0
H 2.2109 1.9093 -0.0032 -1.0 -1.7 0.4
H 1.2709 0.6346 1.2364 1.2 1.7 -2.5
```
Positions in Å, forces in eV/Å.

SMILES: CC1(C)CCC(=O)S1
total charge: 0
highest occupied orbital energy: -9.1 eV


The following is a DFT calculation (ωB97M-V/def2-TZVPD) of the molecule C7H10.

Geometry as XYZ:
```
17
Properties=species:S:1:pos:R:3:forces:R:3
C -1.7468 0.5906 -0.0414 0.0 0.0 -0.1
C -1.0016 -0.7219 -0.2528 -0.2 0.0 -0.1
C 0.1423 -1.1333 0.6466 0.1 -0.1 0.2
C 0.7422 0.0155 1.3852 0.1 0.1 -0.1
C 1.3294 0.8814 0.5593 -0.1 0.0 0.1
C 1.2817 0.4088 -0.8776 0.0 0.0 0.0
C 0.3987 -0.8306 -0.8124 0.1 0.0 -0.2
H -2.8101 0.4646 -0.2642 0.1 0.0 0.0
H -1.6553 0.9338 0.9923 -0.1 0.0 -0.1
H -1.3789 1.4027 -0.6788 0.0 -0.2 0.0
H -1.6370 -1.5520 -0.5538 0.1 0.1 0.0
H 0.1884 -2.1419 1.0503 -0.1 0.2 0.0
H 0.6020 0.1648 2.4490 0.1 0.0 0.0
H 1.7378 1.8451 0.8510 0.0 -0.2 0.0
H 0.8925 1.1819 -1.5537 0.0 -0.1 0.1
H 2.2832 0.1427 -1.2426 -0.1 0.1 0.0
H 0.5924 -1.6367 -1.5155 0.0 0.1 0.1
```
Positions in Å, forces in eV/Å.

SMILES: C[C@@H]1[C@@H]2C=CC[C@H]12
total charge: 0
highest occupied orbital energy: -8.8 eV


The following is a DFT calculation (ωB97M-V/def2-TZVPD) of a cluster of 8 separate species, C5H26N2O10 in total in a non-equilibrium geometry.

Geometry as XYZ:
```
43
Properties=species:S:1:pos:R:3:forces:R:3
N -2.8990 -4.5266 0.4921 -1.1 -5.1 -1.6
C -2.7943 -3.3895 1.1015 -0.4 -0.2 3.9
N -2.1954 -2.5316 0.3699 2.2 5.1 -2.9
O -3.0927 -3.1744 2.2739 -0.8 -0.1 0.0
H -2.5301 -4.6840 -0.4348 -0.3 0.1 0.3
H -3.3542 -5.3112 0.9362 0.2 0.3 0.0
H -1.8240 -2.6941 -0.5552 -0.3 0.0 0.3
H -2.2369 -1.5681 0.6700 0.4 -0.2 0.1
O -2.2944 0.4584 0.4340 -0.7 1.2 1.2
C -2.6856 1.5071 1.3902 2.0 -0.7 0.2
C -1.3987 2.1753 1.9104 -1.2 1.2 -0.1
O -0.4693 1.4094 2.6455 0.0 0.0 -0.9
H -3.0795 0.1086 0.0063 -0.2 0.2 -0.2
H -3.2530 2.3168 0.9315 -0.3 -0.3 -0.2
H -3.1643 1.1034 2.2824 -0.5 -0.4 -0.3
H -1.7500 2.9996 2.5311 -0.3 0.1 0.4
H -0.9777 2.7654 1.0963 0.9 -0.7 -0.2
H -0.8586 1.1939 3.4962 0.0 -0.1 0.1
O 4.9496 1.9230 -1.1677 -0.6 0.0 1.1
C 3.8950 2.3616 -0.2759 -0.4 0.7 -1.6
C 2.6738 2.8472 -1.1485 0.5 -0.9 -0.2
O 1.8554 1.8125 -1.7401 0.7 0.7 0.8
H 5.3620 2.7400 -1.4575 0.2 -0.1 -0.2
H 3.6707 1.6075 0.4784 -0.2 -0.4 -0.5
H 4.2283 3.2132 0.3173 0.1 0.3 0.0
H 3.0496 3.3478 -2.0408 0.4 0.2 0.2
H 2.0927 3.5880 -0.5993 -0.3 -0.1 0.2
H 1.5400 1.2602 -1.0210 -0.4 -0.3 0.1
O 2.1019 -1.3118 -2.7993 0.4 -0.1 -0.2
H 2.0342 -0.4412 -2.4074 0.1 0.5 0.0
H 1.5260 -1.8603 -2.2667 -0.4 0.0 -0.3
O 0.2006 -0.0685 -0.4504 0.7 0.2 -0.3
H -0.4808 0.2774 0.1261 -0.5 0.1 0.3
H 0.1084 -1.0191 -0.3874 0.0 -0.4 0.0
O 1.2780 -0.8355 2.5430 0.2 -0.4 0.2
H 1.7769 -1.1050 1.7719 0.1 -0.1 -0.1
H 0.9683 0.0454 2.3326 -0.3 0.4 -0.1
O 0.5283 -2.9544 -1.1728 -0.2 0.1 0.1
H 1.4261 -2.9728 -0.8413 0.4 -0.2 0.4
H 0.3523 -3.8566 -1.4395 0.0 -0.3 -0.1
O -1.7936 0.9475 -2.6477 -0.5 0.0 -0.1
H -1.1288 0.8138 -1.9721 0.4 -0.2 0.3
H -1.3572 1.4816 -3.3114 0.1 0.1 -0.2
```
Positions in Å, forces in eV/Å.

SMILES: NC(N)=O.OCCO.OCCO.O.O.O.O.O
total charge: 0
highest occupied orbital energy: -9.7 eV


The following is a DFT calculation (ωB97M-V/def2-TZVPD) of a structure of composition C21H22IrNS.

Geometry as XYZ:
```
46
Properties=species:S:1:pos:R:3:forces:R:3
Ir 0.5686 0.5087 0.7833 0.0 0.0 0.2
C -0.7631 -0.7539 1.9449 0.1 -0.1 0.0
C -1.5278 -0.1193 0.8888 0.0 0.0 -0.1
C -1.4660 1.2756 1.0981 0.1 0.0 0.0
C -0.6740 1.5120 2.3054 -0.1 0.0 0.0
C -0.3094 0.2563 2.8595 0.0 0.2 0.0
C 0.4888 0.0128 4.0974 -0.1 0.0 0.0
C -0.3759 2.8641 2.8535 0.0 0.0 0.0
C -2.1906 2.3079 0.3001 0.0 0.0 0.0
C -2.2817 -0.7959 -0.2056 0.0 0.0 0.0
C -0.5671 -2.2178 2.1262 0.0 0.0 0.0
H 1.2184 -0.7828 3.9521 0.0 0.0 0.0
H -0.1758 -0.2911 4.9092 0.0 0.0 0.0
H 1.0181 0.9081 4.4143 0.0 0.0 0.0
H -0.1943 3.5757 2.0494 0.0 0.0 0.0
H 0.4943 2.8515 3.5056 0.0 0.0 0.0
H -1.2298 3.2237 3.4324 0.0 0.0 0.0
H -1.8252 2.3525 -0.7257 0.0 0.0 0.0
H -2.0937 3.2958 0.7450 0.0 0.0 0.0
H -3.2518 2.0599 0.2569 0.0 0.0 0.0
H -2.2816 -0.1844 -1.1072 0.0 0.0 0.0
H -3.3179 -0.9479 0.1046 0.0 0.0 0.0
H -1.8560 -1.7651 -0.4583 0.0 0.0 0.0
H -1.2687 -2.5800 2.8823 0.0 0.0 0.0
H 0.4392 -2.4437 2.4771 0.0 0.0 0.0
H -0.7536 -2.7655 1.2056 0.0 0.0 0.0
C 1.0055 -3.0484 -3.5356 0.0 0.0 0.0
C 1.0110 -3.1255 -2.1309 0.0 0.0 0.0
C 0.8752 -1.9919 -1.3735 0.0 0.0 0.0
C 0.7177 -0.7241 -1.9771 0.0 0.0 0.0
C 0.5646 0.4856 -1.2231 -0.1 0.0 -0.2
C 0.4424 1.6920 -1.8936 0.0 0.0 0.1
C 0.5178 1.7633 -3.2946 0.0 0.0 0.0
C 0.6423 0.6148 -4.0268 0.0 0.0 0.0
C 0.7390 -0.6491 -3.3925 0.0 0.0 0.0
C 0.8808 -1.8337 -4.1508 0.0 0.0 0.0
H 1.1159 -3.9489 -4.1243 0.0 0.0 0.0
H 1.1388 -4.0859 -1.6489 0.0 0.0 0.0
H 0.9119 -2.0593 -0.2931 0.0 0.0 0.0
H 0.3176 2.6124 -1.3352 0.0 0.0 0.0
H 0.4631 2.7244 -3.7876 0.0 0.0 0.0
H 0.6686 0.6566 -5.1088 0.0 0.0 0.0
H 0.8999 -1.7608 -5.2311 0.0 0.0 0.0
S 5.1608 0.4555 0.2950 0.0 0.0 0.0
C 3.6347 0.4413 0.6326 0.0 0.0 0.1
N 2.4692 0.4246 0.9050 0.1 0.0 -0.1
```
Positions in Å, forces in eV/Å.

expectation value of S²: 0.7715
total charge: +1
multiplicity: 2
highest occupied orbital energy (alpha / beta): -11.1 / -10.9 eV


Across the entries above, ΔE to the lowest compared entry with this formula, charge and spin takes the values 826.0; 13.4; 308.0; 116.4; 108.5; 0.0 kJ/mol, respectively.